(1)
Density functional theory data (ωB97M-V/def2-TZVPD) for C36H24BrFeGeN3O8S as an isolated structure.

- multiplicity = 6
- maximum force (eV/A) = 5.34
- expectation value of S² = 8.785
- total charge = +1
- HOMO (alpha / beta) (eV) = -11.2 / -11.5
- Kohn-Sham gap (alpha / beta) (eV) = 7.334 / 6.352

Positions of all 75 atoms, in Å:
1 Fe 14.8942 14.1182 11.6137
2 O 19.7611 13.6294 15.0028
3 C 18.7003 13.4632 14.5480
4 C 18.2555 12.5884 13.3195
5 O 18.8257 11.5322 12.9098
6 C 17.0362 13.1801 12.7508
7 C 16.5895 14.1779 13.6512
8 O 15.4991 14.7285 13.3068
9 C 17.4676 14.3666 14.8169
10 O 17.2567 15.1903 15.7749
11 O 16.3367 12.8226 11.7904
12 Br 13.8228 8.7180 6.3665
13 C 14.0791 10.0696 7.5632
14 C 15.3494 10.4694 8.0035
15 C 15.3696 11.5236 8.8578
16 C 14.2617 12.2417 9.0916
17 C 12.9970 11.9183 8.6623
18 C 12.9194 10.7211 7.9809
19 N 14.4595 13.5329 9.6750
20 C 14.3098 14.6102 8.8967
21 C 14.2586 15.9452 9.4977
22 C 13.6326 16.9808 8.9066
23 C 13.6360 18.2078 9.6325
24 C 14.2956 18.2952 10.8574
25 C 14.8484 17.1536 11.4196
26 N 14.8481 16.0679 10.6609
27 H 16.1814 9.9165 7.6177
28 H 16.3464 11.8968 9.2135
29 H 12.0945 12.4862 9.0015
30 H 11.9298 10.2256 7.7867
31 H 13.9213 14.4121 7.8485
32 H 13.1467 16.9454 7.9840
33 H 13.0666 19.0941 9.2799
34 H 14.2558 19.2219 11.4109
35 H 15.2782 17.1811 12.4036
36 O 12.4037 11.1929 11.9520
37 C 12.1910 12.3716 12.3723
38 N 12.9831 13.4457 12.4311
39 S 12.2149 14.6474 13.3830
40 O 12.9840 14.5842 14.6036
41 O 11.9855 15.9144 12.7371
42 C 10.6799 13.8266 13.4327
43 C 9.4222 14.2463 13.9490
44 C 8.3499 13.4226 13.7556
45 C 8.4560 12.2051 13.1922
46 C 9.6826 11.8109 12.6718
47 C 10.7583 12.6045 12.7888
48 H 9.4269 15.2436 14.3537
49 H 7.4203 13.7692 14.1730
50 H 7.6738 11.5599 13.0725
51 H 9.7480 10.9175 12.1068
52 Ge 13.8018 9.8914 12.0915
53 C 14.4764 10.4266 13.8681
54 C 15.8325 10.5253 14.0836
55 C 16.3083 11.1741 15.2372
56 C 15.4337 11.7394 16.1062
57 C 14.0367 11.6166 15.9109
58 C 13.5456 11.0191 14.7434
59 C 12.8236 8.3677 11.5510
60 C 11.4938 8.1714 11.9433
61 C 10.8020 7.1391 11.3842
62 C 11.4318 6.3780 10.3862
63 C 12.7531 6.6111 9.9624
64 C 13.4165 7.6748 10.5542
65 H 14.9930 10.3383 11.2528
66 H 16.5562 10.0674 13.4129
67 H 17.3745 11.1780 15.3181
68 H 15.7227 12.3232 16.9672
69 H 13.3144 11.9126 16.6951
70 H 12.5021 10.9435 14.5724
71 H 11.1680 8.7626 12.7892
72 H 9.7643 6.9900 11.5771
73 H 10.7812 5.6257 10.0301
74 H 13.2440 5.9210 9.2735
75 H 14.5121 7.8206 10.3505

***

(2)
Density functional theory data (ωB97M-V/def2-TZVPD) for an isolated ion of composition C8H19N2O and charge +1.

- maximum force (eV/A) = 5.88
- total charge = +1
- SMILES = C/[N+](=C/O)CCNC(C)(C)C
- HOMO (eV) = -13.2
- ΔE to the lowest compared entry with this formula, charge and spin (eV) = 3.259
- Kohn-Sham gap (eV) = 9.984

Positions of all 30 atoms, in Å:
1 C 2.1611 -1.2921 1.1675
2 N 2.2620 -0.2518 0.1137
3 C 1.8252 0.9335 0.4654
4 O 1.9412 2.0948 -0.0498
5 C 2.0150 -0.5483 -1.2887
6 C 0.3948 -0.5372 -1.5229
7 N -0.2197 0.2985 -0.5706
8 C -1.4942 0.2581 0.1805
9 C -2.6716 -0.0757 -0.8122
10 C -1.3404 -0.9527 1.1293
11 C -1.7795 1.6360 0.8278
12 H 1.2730 -1.7221 1.2483
13 H 3.0083 -1.9587 0.9245
14 H 2.2234 -0.8944 2.2200
15 H 1.6731 1.1430 1.5975
16 H 2.0240 2.0591 -1.0124
17 H 2.5855 -1.5137 -1.5058
18 H 2.2290 0.3432 -1.9836
19 H 0.1317 -0.3019 -2.5120
20 H -0.0999 -1.4756 -1.3422
21 H -0.1922 1.2473 -0.9364
22 H -2.6069 0.6160 -1.6447
23 H -2.5599 -1.2173 -1.0845
24 H -3.5425 0.2045 -0.4469
25 H -0.5302 -0.8654 1.7055
26 H -1.1086 -1.7944 0.6146
27 H -2.1458 -1.0475 1.7111
28 H -0.8240 1.9189 1.1929
29 H -2.0125 2.2760 0.1098
30 H -2.6193 1.4201 1.5042

***

(3)
Density functional theory data (ωB97M-V/def2-TZVPD) for one molecule with the formula C5H4S.

- maximum force (eV/A) = 3.58
- HOMO (alpha / beta) (eV) = -8.6 / -8.6
- ΔE to the lowest compared entry with this formula, charge and spin (eV) = 4.968
- Kohn-Sham gap (alpha / beta) (eV) = 6.738 / 6.697

Positions of all 10 atoms, in Å:
1 C 0.6448 -0.7462 0.2825
2 C 0.8212 -2.1236 0.4919
3 C -0.1991 -0.3441 -0.7225
4 C -0.9226 -0.2480 -1.8210
5 C -1.2249 0.8118 -0.8409
6 S -0.0239 -3.1206 -0.5695
7 H 1.0225 0.1571 0.9106
8 H 1.4773 -2.5709 1.2606
9 H -1.6276 0.9977 0.1360
10 H -1.1529 1.8058 -1.3578

***

(4)
Density functional theory data (ωB97M-V/def2-TZVPD) for one molecule with the formula C3H5NO2.

- maximum force (eV/A) = 4.61
- SMILES = CC(=O)NC=O
- HOMO (eV) = -10.5
- ΔE to the lowest compared entry with this formula, charge and spin (eV) = 1.632
- Kohn-Sham gap (eV) = 10.696

Positions of all 11 atoms, in Å:
1 C 1.0385 -0.3547 0.7209
2 C 0.0807 0.7389 0.6229
3 O 0.0302 1.7665 1.3377
4 N -0.7707 0.6883 -0.4597
5 C -0.8850 -0.2951 -1.4242
6 O -1.9175 -0.8828 -1.6589
7 H 2.0381 -0.4541 0.2854
8 H 0.5891 -1.3117 0.7079
9 H 1.3062 -0.2697 1.7964
10 H -1.7730 0.9605 -0.3749
11 H 0.2635 -0.5860 -1.5535

***

(5)
Density functional theory data (ωB97M-V/def2-TZVPD) for one molecule with the formula C2H3NOS2.

- maximum force (eV/A) = 1.21
- SMILES = S=C1NSCO1
- HOMO (eV) = -8.5
- ΔE to the lowest compared entry with this formula, charge and spin (eV) = 1.125
- Kohn-Sham gap (eV) = 8.666

Positions of all 9 atoms, in Å:
1 S -0.2707 2.2696 0.4776
2 C -0.1291 0.6695 0.1779
3 N 0.9469 0.0597 -0.3656
4 S 0.8423 -1.6342 -0.6055
5 C -0.8538 -1.5786 0.0835
6 O -1.1557 -0.2037 0.4117
7 H 1.7417 0.6128 -0.6221
8 H -0.8383 -2.1553 1.0467
9 H -1.5350 -1.9577 -0.6815

***

(6)
Density functional theory data (ωB97M-V/def2-TZVPD) for a 2-piece molecular cluster, C2H4N2 overall.

- maximum force (eV/A) = 1.74
- HOMO (alpha / beta) (eV) = -6.5 / -8.3
- ΔE to the lowest compared entry with this formula, charge and spin (eV) = 5.780
- Kohn-Sham gap (alpha / beta) (eV) = 6.339 / 9.426

Positions of all 8 atoms, in Å:
1 C -0.2032 0.2310 -1.1871
2 C 0.9285 -0.1448 1.5182
3 N -0.3507 -0.1818 -2.3209
4 N 0.2675 0.8838 1.6139
5 H -0.0583 0.7563 -0.2502
6 H 1.2630 -0.8664 2.3026
7 H -1.0520 0.3218 -2.9747
8 H 0.1578 1.3386 2.5337

***

- Which formula does entry 4 have?
  C3H5NO2